Entry from OMol25: a molecular structure, C5H6LiO4Yb at a distorted geometry (the ωB97M-V functional and the def2-TZVPD basis).

```
! RIJCOSX wB97M-V def2-TZVPD def2/J DEFGRID3
* xyz 1 3
C 1.3937 -1.0293 0.0707
C 0.1262 -1.4188 -0.7018
C -1.1404 -0.9258 -0.0698
C -1.9297 0.0627 -0.5738
O -2.9197 0.6413 0.0582
O 2.0582 0.0898 -0.4158
Yb 1.7952 1.6877 -1.7666
Li -1.7972 0.7828 1.5092
H 2.0603 -1.9146 0.1155
H 1.0941 -0.8073 1.1163
H 0.1133 -2.5197 -0.7896
H 0.2120 -1.0287 -1.7299
H -1.4231 -1.3795 0.8937
H -1.6761 0.4526 -1.5800
O -0.0287 1.7268 1.8670
O 1.3223 3.2257 0.7439
C 0.7396 2.3543 1.2527
*
```

Calculated values
LUMO energy (alpha / beta): -3.61 / -6.65 eV
molecular weight: 310.08 g/mol
highest occupied orbital energy (alpha / beta): -0.31954 / -0.41863 hartree
calculated total energy: -1661.0153 Ha

Entry from OMol25: 3 unconnected molecules or ions with the total composition H3N2O at a distorted geometry (the ωB97M-V functional and the def2-TZVPD basis).

```
! RIJCOSX wB97M-V def2-TZVPD def2/J DEFGRID3
* xyz -1 3
N 3.6713 -0.2202 -0.0657
N 2.5806 -0.2293 0.2170
O -1.0198 -0.7342 -0.0095
H -0.3221 -1.3589 0.1413
H 1.4302 -1.0935 -0.9794
H -0.7710 -0.2636 -0.7439
*
```

Calculated values
LUMO energy (alpha / beta): 5.12 / 4.20 eV
molecular weight: 47.04 g/mol
relative energy (zero: lowest compared OMol25 entry of this formula, charge and spin): 7.3 kcal/mol
highest occupied orbital energy (alpha / beta): 0.05688 / -0.24959 hartree
calculated total energy: -186.4095 Ha

Entry from OMol25: 12 unconnected molecules or ions with the total composition C7H36ClO14P (the ωB97M-V functional and the def2-TZVPD basis).

```
! RIJCOSX wB97M-V def2-TZVPD def2/J DEFGRID3
* xyz 0 1
C -1.3795 1.2592 -0.1166
C -1.2755 1.9190 -1.5087
P 0.3287 2.6165 -2.0288
C 0.7499 3.4822 -0.4862
O 1.4311 1.3025 -1.7923
C 1.3100 0.2760 -2.6319
O 0.4713 0.1743 -3.4859
O 2.3230 -0.6176 -2.5105
C 2.5618 -1.1686 -1.2076
C 1.7267 -2.4316 -0.9550
C 0.4846 -2.1163 -0.1240
Cl -0.9064 -3.1816 -0.4886
H -0.3984 1.0049 0.2891
H -1.8814 1.9171 0.5928
H -1.9661 0.3373 -0.1977
H -1.6264 1.2389 -2.2913
H -1.9352 2.7975 -1.5636
H 1.7472 3.9261 -0.5633
H 0.7703 2.7760 0.3512
H -0.0153 4.2364 -0.2917
H 3.6234 -1.4171 -1.1611
H 2.3850 -0.4330 -0.4164
H 2.3557 -3.1687 -0.4497
H 1.4038 -2.8312 -1.9221
H 0.6787 -2.2152 0.9446
H 0.1317 -1.1075 -0.3349
O -3.4369 -4.0033 -2.5030
H -3.5090 -4.3185 -3.4091
H -2.5445 -3.6447 -2.4406
O -0.7642 2.3341 2.9358
H -1.3110 3.1011 3.1328
H -0.7516 1.8376 3.7608
O -2.4333 0.3588 4.4915
H -3.3764 0.1475 4.5389
H -2.0766 -0.3312 3.9253
O -0.9476 5.8664 1.1125
H -0.6366 6.7691 0.9924
H -1.7578 5.9565 1.6242
O -5.0819 -0.7011 3.5444
H -5.7460 -0.0834 3.2230
H -5.0948 -1.4289 2.9147
O 5.3392 -0.8619 0.4478
H 6.2851 -0.8781 0.2697
H 5.1608 0.0417 0.7278
O -3.5918 3.0926 5.3609
H -2.9424 2.3895 5.2376
H -3.4632 3.3934 6.2651
O 3.1381 -3.5804 2.1648
H 2.7586 -3.0367 2.8618
H 3.6502 -2.9633 1.6293
O 5.0348 -2.3312 -3.5214
H 4.3376 -1.6681 -3.4590
H 5.0929 -2.7070 -2.6382
O 0.3680 2.9690 -5.6488
H 0.7778 2.5342 -6.4020
H 0.1738 2.2596 -5.0242
O -1.7505 -6.5958 -0.3156
H -2.5500 -6.7584 -0.8258
H -1.4496 -5.7346 -0.6235
*
```

Calculated values
LUMO energy: -0.05 eV
molecular weight: 410.78 g/mol
highest occupied orbital energy: -0.32740 hartree
calculated total energy: -2143.2273 Ha

Entry from OMol25: a single C4H8O2 molecule (the ωB97M-V functional and the def2-TZVPD basis).

```
! RIJCOSX wB97M-V def2-TZVPD def2/J DEFGRID3
* xyz 0 1
C -0.3536 1.6906 0.2555
C -0.0629 0.3125 -0.3145
C -1.0912 -0.7136 0.1308
O 1.2196 -0.0978 0.2304
C 1.7282 -1.2583 -0.1962
O 1.3974 -1.8774 -1.1752
H -1.3858 1.9711 0.0172
H -0.2525 1.6685 1.3460
H 0.3183 2.4569 -0.1429
H 0.0113 0.3465 -1.4072
H -1.1204 -0.7380 1.2253
H -0.8188 -1.7021 -0.2408
H -2.0879 -0.4648 -0.2417
H 2.4984 -1.5940 0.5132
*
```

Calculated values
LUMO energy: 1.04 eV
molecular weight: 88.11 g/mol
relative energy (zero: lowest compared OMol25 entry of this formula, charge and spin): 11.2 kcal/mol
highest occupied orbital energy: -0.39103 hartree
calculated total energy: -307.6946 Ha

Entry from OMol25: a molecular structure, C28H62BrClN4O5P (the ωB97M-V functional and the def2-TZVPD basis).

```
! RIJCOSX wB97M-V def2-TZVPD def2/J DEFGRID3
* xyz 1 1
C 3.7866 3.2425 0.6703
C 4.8265 2.3252 1.3073
C 5.7235 1.5591 0.3127
C 5.1945 1.4019 -1.1154
C 6.1063 0.4605 -1.9185
C 5.5433 -0.9587 -2.0699
C 4.5752 -1.0661 -3.2492
C 3.8485 -2.4256 -3.4542
C 4.5751 -3.6545 -2.8823
C 4.1810 -4.0405 -1.4541
C 2.6943 -4.4219 -1.3380
C 1.9376 -3.8205 -0.1672
N 1.8608 -2.3603 -0.3089
C 0.8009 -1.6490 -0.1179
N -0.4264 -2.0509 0.2174
C -1.3270 -1.4177 -0.8327
N -2.6801 -1.2819 -0.4304
C -3.4977 -2.5030 -0.6413
C -4.4210 -2.3617 -1.8454
C -0.5238 -0.1098 -1.1505
C -0.1123 -0.0547 -2.6533
C -1.1834 -0.4072 -3.6935
C -0.5526 -1.0497 -4.9370
Cl -1.1823 -0.3630 -6.4480
P -1.4436 1.4768 -0.8563
O -2.4193 1.6756 -1.9209
O -2.0289 1.5027 0.6115
O -0.3298 2.6093 -0.7979
N 0.8126 -0.2615 -0.4252
Br 0.9723 0.5849 1.2701
H 3.1023 2.6999 0.0190
H 3.1895 3.7186 1.4493
H 4.2678 4.0450 0.1103
H 5.4700 2.9488 1.9300
H 4.3444 1.6189 1.9862
H 6.6926 2.0577 0.2453
H 5.9238 0.5575 0.7057
H 5.1547 2.3766 -1.6017
H 4.1746 0.9983 -1.1006
H 6.3194 0.8602 -2.9119
H 7.0650 0.3869 -1.4008
H 6.3826 -1.6308 -2.2452
H 5.0487 -1.2214 -1.1280
H 5.1287 -0.8353 -4.1606
H 3.8176 -0.2815 -3.1458
H 2.8268 -2.3559 -3.0663
H 3.7414 -2.5714 -4.5296
H 4.3769 -4.5306 -3.5056
H 5.6486 -3.4877 -2.9484
H 4.7506 -4.9238 -1.1620
H 4.4726 -3.2690 -0.7363
H 2.1367 -4.1794 -2.2441
H 2.6202 -5.5043 -1.2245
H 0.9218 -4.2154 -0.1746
H 2.3735 -4.0719 0.8003
H 2.6983 -1.8714 -0.6128
H -0.6023 -3.0243 0.4295
H -1.2433 -2.0530 -1.7137
H -2.6701 -1.1212 0.5721
H -4.0732 -2.6652 0.2697
H -2.8627 -3.3922 -0.7530
H -3.9168 -1.8169 -2.6422
H -5.3139 -1.8033 -1.5724
H -4.7284 -3.3386 -2.2156
H 0.2642 0.9484 -2.8582
H 0.7558 -0.7174 -2.7504
H -1.6963 0.5011 -3.9951
H -1.9466 -1.0664 -3.2882
H 0.5249 -0.8900 -4.9551
H -0.7177 -2.1250 -4.9641
H -1.7437 0.7969 1.2035
H -0.1426 2.9446 -1.6884
C -0.9707 4.5451 2.0514
C -2.2183 4.5282 2.9185
O -2.2953 5.5872 3.8510
C -2.3175 6.8951 3.3028
C -3.4928 7.1612 2.3787
H -0.0729 4.5671 2.6729
H -0.9525 3.6515 1.4281
H -0.9392 5.4105 1.3881
H -2.2278 3.6228 3.5283
H -3.1157 4.4957 2.2896
H -1.3723 7.1144 2.7925
H -2.3701 7.5573 4.1665
H -3.4549 6.5491 1.4763
H -3.4897 8.2064 2.0684
H -4.4343 6.9532 2.8883
C -7.1926 -1.2342 3.3272
C -6.2662 -2.4360 3.3030
O -4.8863 -2.1025 3.2164
C -4.3738 -1.3217 4.2855
C -4.4864 -1.9809 5.6480
H -7.0193 -0.5963 2.4594
H -8.2299 -1.5685 3.3102
H -7.0582 -0.6286 4.2240
H -6.4638 -3.0360 2.4142
H -6.4488 -3.0809 4.1685
H -4.8447 -0.3329 4.2988
H -3.3209 -1.1667 4.0403
H -5.5243 -2.1122 5.9541
H -3.9975 -1.3616 6.4003
H -4.0100 -2.9622 5.6414
*
```

Calculated values
LUMO energy: -4.01 eV
molecular weight: 681.16 g/mol
highest occupied orbital energy: -0.40859 hartree
calculated total energy: -5074.6444 Ha

Entry from OMol25: 2 unconnected molecules or ions with the total composition H4O2 at a distorted geometry (the ωB97M-V functional and the def2-TZVPD basis).

```
! RIJCOSX wB97M-V def2-TZVPD def2/J DEFGRID3
* xyz 0 1
O -1.6350 0.3265 0.0785
H -1.2882 0.0976 -0.7818
H -0.7761 0.5007 0.5275
O 1.3239 -0.0444 0.3922
H 1.2344 0.1000 -0.5972
H 1.1411 -0.9804 0.3806
*
```

Calculated values
LUMO energy: 0.47 eV
molecular weight: 36.03 g/mol
relative energy (zero: lowest compared OMol25 entry of this formula, charge and spin): 5.6 kcal/mol
highest occupied orbital energy: -0.41823 hartree
calculated total energy: -152.8659 Ha